Entry 1:
8
Properties=species:S:1:pos:R:3:nbo_charge:R:1 method="wB97M-V/def2-TZVPD" lumo_energy_ev="-1.84 / -1.84" total_charge=0 total_energy_ha=-530.20483 mol_weight_g_mol=186.955 fmax_ev_per_a=3.80
C 0.240 0.417 0.086 0.702
C -0.563 -0.706 -0.096 -0.644
N 0.405 1.612 0.182 -0.541
F 2.256 -0.583 0.298 -0.720
I -2.667 -0.062 0.184 0.157
H -0.627 -1.150 -1.150 0.313
H -0.343 -1.467 0.573 0.290
H 1.299 1.939 -0.076 0.443



Entry 2:
101
Properties=species:S:1:pos:R:3:lowdin_spin:R:1 method="wB97M-V/def2-TZVPD" multiplicity=2 lumo_energy_ev="0.35 / -3.99" total_charge=0 total_energy_ha=-4531.66312 mol_weight_g_mol=777.708 fmax_ev_per_a=6.20
Al -4.149 21.224 -29.177 0.238
B -6.323 21.135 -27.103 0.031
H -5.831 20.176 -27.059 0.004
H -5.592 21.877 -26.820 0.003
H -6.583 21.363 -28.125 0.001
H -7.165 21.135 -26.428 0.009
B -6.082 22.044 -31.606 0.314
H -5.445 21.740 -32.423 0.019
H -5.494 22.596 -30.889 0.183
H -6.833 22.763 -31.895 0.095
H -6.609 21.294 -31.037 0.010
C -3.498 22.314 -22.790 0.000
C -4.873 22.169 -23.393 0.000
C -4.737 20.964 -24.180 0.000
S -3.006 20.969 -24.935 0.002
O -3.054 21.485 -26.338 0.022
O -2.357 19.657 -24.706 0.000
C -2.394 22.356 -23.790 0.001
H -3.277 21.442 -22.174 0.000
H -3.552 23.095 -22.032 0.000
H -4.977 22.893 -24.202 0.000
H -5.744 22.172 -22.739 0.000
H -5.444 20.720 -24.973 0.000
H -4.956 20.123 -23.522 0.000
H -2.204 23.286 -24.327 0.000
H -1.451 21.969 -23.403 0.000
C -6.991 27.423 -29.889 0.000
C -7.966 26.697 -28.992 0.000
C -7.311 25.785 -27.896 0.000
S -5.595 25.324 -28.647 0.001
O -5.446 23.912 -28.980 0.015
O -4.536 26.058 -27.984 0.001
C -5.940 26.234 -30.280 0.000
H -6.499 28.144 -29.236 0.000
H -7.366 28.058 -30.692 0.000
H -8.687 26.083 -29.532 0.000
H -8.592 27.422 -28.471 0.000
H -7.773 24.861 -27.547 0.000
H -7.019 26.240 -26.949 0.000
H -6.389 25.414 -30.840 0.000
H -5.011 26.441 -30.809 0.000
C -10.718 18.924 -26.078 0.000
C -10.649 17.387 -25.726 0.000
C -10.159 17.295 -24.246 0.000
S -8.658 18.442 -24.093 0.000
O -7.488 17.816 -24.716 0.000
O -8.644 18.998 -22.777 0.000
C -9.423 19.521 -25.456 0.000
H -11.624 19.371 -25.670 0.000
H -10.651 19.153 -27.141 0.000
H -9.907 16.755 -26.213 0.000
H -11.621 16.969 -25.984 0.000
H -9.996 16.288 -23.862 0.000
H -10.832 17.718 -23.499 0.000
H -8.522 19.748 -26.026 0.000
H -9.741 20.337 -24.807 0.000
C -6.855 15.631 -28.311 0.000
C -6.087 15.484 -29.706 0.000
C -6.581 16.594 -30.562 0.000
S -7.043 18.025 -29.533 0.001
O -8.450 18.358 -29.642 0.001
O -5.878 18.963 -29.659 0.011
C -6.827 17.145 -27.884 0.000
H -6.414 14.986 -27.551 0.000
H -7.906 15.364 -28.427 0.000
H -6.227 14.473 -30.087 0.000
H -5.015 15.681 -29.681 0.000
H -7.401 16.294 -31.215 0.000
H -5.887 16.993 -31.301 0.000
H -7.566 17.551 -27.193 0.000
H -5.880 17.339 -27.379 0.000
C -0.397 17.006 -26.192 0.000
C -1.485 16.102 -25.561 0.000
C -2.814 16.746 -25.848 0.001
S -2.720 17.326 -27.550 0.003
O -3.373 18.646 -27.784 0.025
O -2.914 16.214 -28.467 0.000
C -0.859 17.716 -27.451 0.000
H 0.549 16.469 -26.269 0.000
H -0.146 17.703 -25.393 0.000
H -1.389 15.822 -24.512 0.000
H -1.418 15.126 -26.042 0.000
H -2.976 17.638 -25.242 0.000
H -3.703 16.181 -25.570 0.000
H -0.788 18.795 -27.312 0.000
H -0.516 17.373 -28.427 0.000
C -10.677 23.392 -30.094 0.000
C -9.472 22.936 -29.376 0.000
C -9.466 21.399 -29.361 0.000
S -10.204 20.883 -30.996 0.000
O -11.313 19.914 -30.741 0.001
O -9.088 20.566 -31.983 0.006
C -10.886 22.599 -31.377 0.000
H -10.497 24.408 -30.445 0.000
H -11.552 23.477 -29.450 0.000
H -9.429 23.449 -28.415 0.000
H -8.637 23.262 -29.996 0.000
H -10.154 21.187 -28.543 0.000
H -8.447 21.012 -29.322 0.000
H -11.930 22.285 -31.400 0.000
H -10.486 22.997 -32.309 0.000